Record 1
8
Properties=species:S:1:pos:R:3 method="wB97M-V/def2-TZVPD" e_above_lowest_ev=2.7840 homo_ev=-9.55 orbital_gap_ev=9.986 e_tot_ev=-2826.9922
C 0.444 -0.710 -0.194
C -0.730 0.060 0.374
B 0.320 0.877 -0.406
H -1.751 -0.052 0.035
H 0.159 -1.180 -1.226
H -0.775 0.452 1.398
H 1.288 2.262 -0.842
H 1.149 -1.469 0.266

Record 2
91
Properties=species:S:1:pos:R:3 method="wB97M-V/def2-TZVPD" e_above_lowest_ev=0.1536 homo_ev=-13.27 orbital_gap_ev=8.256 e_tot_ev=-362795.0639 total_charge=+2
Se 0.606 -1.932 0.705
As 1.188 2.143 1.367
As -0.622 1.766 -1.843
As -2.215 0.150 1.228
As -2.074 5.648 -0.798
S 2.267 0.550 -1.432
Si 1.307 -2.890 2.771
Al 0.255 0.252 0.009
N 3.434 -1.934 -1.066
N 4.626 -0.529 -2.186
C 1.222 5.627 -1.155
C 0.613 4.302 -0.666
C -1.571 7.429 -0.157
C 2.966 -3.639 2.324
C -0.446 1.124 -3.660
C -3.739 1.342 1.622
C 2.910 1.639 2.093
C 0.338 3.475 -1.932
C -3.444 5.306 0.567
C 1.507 -1.669 4.178
C 3.460 -0.685 -1.537
C 0.004 -4.181 3.117
C -4.825 1.441 0.558
C 1.679 3.663 0.242
C -2.495 2.241 -1.796
C 5.051 0.678 -2.875
C -0.663 4.577 0.130
C -2.550 -0.082 4.210
C 4.595 -2.589 -1.409
C -3.118 -1.480 0.616
C 5.341 -1.710 -2.112
C -1.618 -0.359 3.040
C -4.198 -2.010 1.549
C 0.276 2.873 2.920
H -1.292 7.405 0.896
H -1.083 0.251 -3.793
H -0.953 -3.721 3.371
H -4.995 -1.285 1.717
H 0.588 0.853 -3.859
H -3.096 1.343 -1.935
H -2.101 -0.450 5.135
H -0.658 0.137 3.201
H -0.753 7.838 -0.745
H -0.794 2.963 2.746
H 1.278 3.258 -2.447
H -3.513 -0.580 4.099
H 2.886 -4.296 1.456
H -4.654 -2.903 1.121
H 0.452 2.213 3.769
H -1.396 -1.425 2.959
H 0.301 -4.811 3.956
H 2.533 3.321 -0.349
H -3.350 2.325 1.898
H 0.559 -1.333 4.590
H 3.539 1.264 1.288
H -3.516 -1.272 -0.381
H 2.049 4.418 0.942
H 2.093 -0.798 3.889
H 3.381 2.502 2.561
H -2.320 -2.214 0.490
H -5.726 1.865 1.002
H 2.052 -2.168 4.983
H 2.768 0.858 2.835
H 5.077 1.513 -2.178
H -4.550 2.077 -0.280
H -2.749 2.703 -0.846
H -2.700 2.946 -2.602
H -3.784 -2.290 2.518
H -2.733 0.985 4.343
H -2.433 8.084 -0.278
H -5.095 0.463 0.160
H -0.153 -4.825 2.251
H 3.706 -2.864 2.111
H 2.652 -2.283 -0.509
H 0.570 6.112 -1.883
H 4.365 0.903 -3.689
H -3.052 5.488 1.569
H -4.167 0.913 2.529
H 6.047 0.510 -3.275
H -4.289 5.970 0.395
H 6.308 -1.814 -2.569
H -0.410 5.101 1.058
H -1.136 3.628 0.423
H 1.372 6.314 -0.321
H 3.346 -4.242 3.150
H 2.187 5.458 -1.634
H -0.278 4.069 -2.614
H -0.765 1.911 -4.342
H -3.808 4.280 0.500
H 4.783 -3.609 -1.132
H 0.690 3.856 3.143

Record 3
56
Properties=species:S:1:pos:R:3 method="wB97M-V/def2-TZVPD" e_above_lowest_ev=0.0000 homo_ev=-1.77 orbital_gap_ev=6.256 e_tot_ev=-47289.5784 total_charge=-2
S 2.346 2.998 0.959
O -0.453 -1.765 -2.739
O 0.552 -4.302 -0.180
O -1.586 -2.655 -0.095
O 1.530 -1.566 -4.803
O 2.982 -1.619 -1.969
O -2.634 1.219 -3.582
O -2.813 0.544 4.165
O 1.584 -2.622 1.434
O -1.307 -0.170 -0.118
O 0.825 3.027 3.869
O 0.111 1.432 -3.742
O -0.704 4.898 -1.760
O 1.651 -1.368 3.736
O 2.746 1.168 4.009
O -2.897 -1.016 -1.914
O -2.783 1.281 1.311
C 0.060 0.098 -0.162
C 0.519 0.927 1.052
C 1.989 1.209 0.758
H -2.405 -0.796 -0.966
H 0.186 0.543 -1.161
H 2.079 1.846 3.972
H -1.847 1.088 -4.084
H -0.779 -1.307 -1.892
H -2.980 0.850 3.312
H -1.527 -1.424 -0.131
H 0.882 -1.925 1.369
H -2.663 0.623 -2.839
H -2.120 -3.135 -0.549
H -0.231 -3.925 -0.468
H -2.166 0.558 1.049
H 0.689 -1.513 -4.188
H 2.276 -1.697 -4.221
H 0.222 0.520 -3.717
H 2.746 -0.665 -1.836
H 0.788 -3.681 0.471
H 2.683 0.571 1.253
H 3.405 1.360 3.311
H 1.328 -3.122 2.356
H -0.270 1.677 -2.999
H 0.313 0.377 2.021
H -1.303 -2.092 -2.964
H -0.100 1.905 1.010
H 0.056 2.914 3.396
H 2.379 -2.044 -1.291
H -1.570 4.307 -1.774
H 2.061 1.042 -0.333
H 2.036 -1.224 2.991
H -0.057 4.332 -1.210
H 0.550 -0.830 -0.246
H -3.720 -0.730 -1.665
H 1.808 -0.407 4.021
H 1.467 3.401 3.172
H -2.427 -0.396 3.981
H -3.512 1.280 0.616

Record 4
130
Properties=species:S:1:pos:R:3 method="wB97M-V/def2-TZVPD" homo_ev=-10.36 orbital_gap_ev=10.855 smiles="CCCCCCCCCCCCCCCCCCCC[C@H]1COC(=O)O1.CCOC(=O)OC.CCOC(=O)OC.CCOC(=O)OC.CCOC(=O)OC" e_tot_ev=-72383.9833
O -6.686 0.295 2.508
O -13.002 3.814 4.517
O 11.460 -1.521 3.463
O -1.699 7.594 3.436
O -8.340 1.448 1.461
O -12.592 5.358 2.898
O -0.785 0.367 -1.839
O -14.654 4.972 3.472
O -6.279 1.843 0.892
O -2.965 7.049 1.629
O 10.550 -1.444 1.383
O -0.930 2.069 -0.287
O -2.683 1.874 -1.940
O -2.235 5.509 3.135
O 9.310 -0.887 3.080
C 9.122 -0.658 4.482
C -1.673 8.938 2.958
C -4.872 1.590 0.997
C 5.151 0.012 -2.342
C -2.218 -1.611 -2.609
C 3.851 -4.764 -4.530
C 4.031 -3.157 1.410
C -1.704 -0.087 -2.890
C -2.864 4.465 2.378
C 5.903 -0.001 -3.794
C 6.213 -1.562 -4.108
C -2.368 6.747 2.636
C 6.241 -0.019 -1.154
C -2.857 1.017 -3.106
C -7.061 1.118 1.707
C 3.699 -1.617 1.691
C -2.060 4.122 1.137
C 0.866 -4.660 -4.108
C 11.829 -1.793 0.857
C -4.496 0.289 0.314
C 4.212 -3.356 -3.852
C -10.816 3.794 2.320
C -9.287 0.671 2.193
C 4.327 -0.579 0.633
C -13.376 4.638 3.716
C 3.506 -3.721 0.000
C -15.602 4.200 4.207
C 5.778 -0.975 0.077
C 9.778 0.637 4.921
C 1.648 -5.837 -3.354
C -1.111 -4.063 -2.366
C -0.872 -2.476 -2.374
C 10.531 -1.313 2.720
C 2.113 -3.106 -0.500
C -1.457 1.525 -1.284
C 4.976 -2.322 -4.830
C 3.252 -5.722 -3.384
C -0.700 -4.809 -3.732
C -11.186 5.098 3.001
H 4.488 -0.936 -2.344
H 1.284 -3.613 -3.929
H -2.244 -4.220 -2.186
H -1.389 -4.445 -4.585
H -2.681 9.308 2.759
H -0.419 -2.198 -1.360
H -2.498 3.273 0.617
H -0.120 -2.141 -3.182
H -4.556 1.603 2.044
H -11.168 3.789 1.284
H 2.160 -1.983 -0.757
H -10.276 1.096 2.023
H -2.909 3.589 3.031
H 7.175 -0.544 -1.594
H -3.888 0.564 -3.308
H -2.798 -1.934 -3.539
H 4.053 -1.288 2.742
H 4.955 -3.593 -2.996
H 6.856 0.616 -3.643
H 3.342 -4.861 0.122
H 5.832 -2.057 -0.331
H -0.978 -5.921 -3.583
H -0.600 -4.590 -1.473
H -9.080 0.698 3.265
H 1.343 -5.798 -2.237
H -15.604 3.170 3.842
H 4.461 0.426 1.193
H -1.223 9.561 3.732
H -9.285 -0.358 1.827
H 3.647 -3.857 2.243
H 5.245 0.498 -4.587
H 4.861 -5.236 -4.847
H -4.845 0.284 -0.722
H -3.412 0.147 0.324
H -3.894 4.736 2.131
H 12.226 -2.689 1.339
H 3.596 -5.280 -2.371
H 6.418 -2.041 -3.073
H -1.050 -0.262 -3.829
H 2.555 -1.443 1.701
H 4.259 -1.479 -5.166
H -2.864 -1.547 -1.668
H 10.862 0.594 4.803
H -10.678 5.925 2.499
H -9.734 3.647 2.328
H 4.526 0.967 -2.210
H 9.483 -1.512 5.063
H 8.043 -0.590 4.646
H 12.521 -0.956 0.974
H 7.196 -1.633 -4.687
H -2.021 4.965 0.444
H 4.347 -3.583 -0.764
H -2.437 1.623 -3.995
H -1.056 9.001 2.059
H -10.868 5.112 4.047
H 5.182 -3.274 1.434
H -4.957 -0.569 0.808
H 1.860 -3.628 -1.504
H 9.556 0.846 5.970
H -11.281 2.940 2.816
H -16.589 4.630 4.037
H -4.367 2.419 0.497
H 1.359 -6.881 -3.716
H -1.028 3.882 1.402
H 5.415 -2.876 -5.729
H 3.540 -0.417 -0.186
H 3.795 -6.733 -3.482
H 6.527 -0.913 0.954
H 11.710 -1.998 -0.207
H 6.482 1.049 -0.794
H 3.313 -2.855 -3.320
H 0.931 -4.899 -5.239
H -15.392 4.228 5.278
H 3.227 -4.697 -5.481
H 9.425 1.473 4.310
H 1.224 -3.321 0.189

Record 5
24
Properties=species:S:1:pos:R:3 method="wB97M-V/def2-TZVPD" e_above_lowest_ev=3.2648 homo_ev="-12.85 / -12.96" orbital_gap_ev="8.077 / 8.209" e_tot_ev=-82075.8767 total_charge=+1
Br -3.234 -0.188 0.083
O 1.016 -2.687 0.112
N -0.600 0.907 -0.214
C 0.497 -0.496 -1.883
C -0.560 -1.761 1.472
C -0.946 -1.065 -1.559
C 0.705 -1.724 0.766
C -0.761 1.811 0.979
C -1.408 -0.307 -0.365
C 1.395 -0.370 0.673
C 0.802 0.341 -0.527
H 1.347 -1.268 -1.983
H -0.785 1.201 1.887
H -1.153 -2.557 1.279
H 1.307 0.167 1.675
H -0.736 -1.243 2.322
H -1.593 -0.859 -2.297
H -0.776 1.449 -1.103
H -0.042 2.611 1.037
H -1.618 2.448 0.805
H 0.900 0.265 -2.659
H -0.816 -2.121 -1.293
H 1.523 1.102 -0.896
H 2.493 -0.285 0.541

Record 6
36
Properties=species:S:1:pos:R:3 method="wB97M-V/def2-TZVPD" homo_ev=-9.23 orbital_gap_ev=9.915 smiles="O=S(=O)(Cc1ccccc1)NCCc1ccc(F)cc1" e_tot_ev=-34952.3973
S 1.438 -0.650 -2.558
F -2.195 2.296 3.646
O 0.811 0.002 -3.667
O 2.716 -1.269 -2.745
N 1.614 0.495 -1.380
C -0.800 -1.354 -1.112
C 2.548 0.292 -0.301
C 1.965 -0.366 0.952
C -1.169 -1.940 0.093
C -2.796 -0.216 0.463
C -0.857 0.379 3.348
C 0.280 -1.941 -1.952
C -0.501 2.352 2.009
C -2.434 0.374 -0.737
C 0.866 0.396 1.650
C -1.451 -0.196 -1.527
C 0.164 -0.251 2.664
C 0.529 1.708 1.344
C -1.184 1.676 3.000
C -2.168 -1.379 0.871
H -3.567 0.227 1.074
H -2.927 1.277 -1.065
H -0.771 3.368 1.768
H 0.426 -1.266 2.923
H 3.000 1.254 -0.044
H -0.682 -2.849 0.418
H -1.398 -0.119 4.137
H -0.107 -2.379 -2.870
H 0.747 0.949 -1.141
H 2.786 -0.514 1.660
H -2.455 -1.853 1.797
H -1.179 0.247 -2.473
H 3.327 -0.347 -0.722
H 1.583 -1.357 0.694
H 1.071 2.254 0.589
H 0.881 -2.675 -1.423

Record 7
12
Properties=species:S:1:pos:R:3 method="wB97M-V/def2-TZVPD" e_above_lowest_ev=1.2247 homo_ev=-16.14 orbital_gap_ev=12.546 e_tot_ev=-9795.8650 total_charge=+1
O -2.127 -1.244 -1.129
O -1.003 -0.123 0.424
O 1.182 -0.091 1.581
N 1.165 0.409 -0.564
C -1.087 -0.661 -0.732
C 0.649 0.581 0.652
H 1.976 -0.324 -0.551
H -2.803 -1.021 -0.481
H 0.118 1.545 0.903
H 0.817 0.130 2.427
H 1.369 1.288 -0.985
H -0.255 -0.488 -1.544

Record 8
37
Properties=species:S:1:pos:R:3 method="wB97M-V/def2-TZVPD" e_above_lowest_ev=0.0000 homo_ev=-3.56 orbital_gap_ev=5.621 e_tot_ev=-66190.4296 total_charge=-1
Cs 0.908 -0.464 -1.999
Te -0.576 -3.697 -0.714
S -3.203 -4.105 -2.725
F -1.845 4.195 -0.816
F -2.426 2.298 0.048
F 0.905 3.848 -1.751
F -1.347 2.346 -1.819
F -0.896 2.081 2.303
F -1.142 4.185 1.884
F 2.164 3.601 -0.021
F 0.633 5.125 -0.022
F 0.821 3.381 2.312
O 5.008 1.038 0.020
O 4.192 0.093 -1.730
O 0.406 1.568 0.032
N 1.666 -0.295 1.874
N 3.248 1.352 1.919
N 3.147 -0.262 0.145
N 0.755 -1.018 1.095
N 4.156 0.339 -0.534
C -2.343 -4.653 -1.338
C -0.083 2.788 0.160
C 2.722 0.292 1.270
C -0.350 3.125 1.669
C -4.192 -6.084 -1.485
C -3.004 -5.718 -0.787
C 0.909 3.861 -0.406
C -4.433 -5.295 -2.568
C -1.441 2.926 -0.614
H -4.837 -6.902 -1.190
H -2.641 -6.226 0.096
H -5.255 -5.356 -3.263
H 4.056 1.762 1.474
H 1.293 0.220 2.659
H -0.063 -0.435 0.936
H 0.502 -1.891 1.539
H 2.583 1.978 2.345

Record 9
57
Properties=species:S:1:pos:R:3 method="wB97M-V/def2-TZVPD" e_above_lowest_ev=1.2193 homo_ev=-1.94 orbital_gap_ev=6.694 e_tot_ev=-127478.2940 total_charge=-2
Tl -0.051 0.063 -0.874
Br -1.703 0.786 -3.144
P 0.890 3.321 0.618
O 1.037 2.149 1.501
O -2.869 3.426 1.274
O 2.799 -4.427 -1.557
O 0.197 -4.097 0.936
O -1.436 -2.245 -0.790
O -1.197 2.404 0.194
O -2.147 -3.300 1.043
N 1.543 -2.887 -0.456
N -2.469 0.021 0.407
N 1.566 -1.469 -2.892
N 2.211 -1.202 1.384
C 1.025 -3.034 -5.117
C 1.636 -2.793 -2.819
C -0.120 4.753 1.180
C -3.064 1.110 0.863
C 0.943 -1.654 -5.189
C 0.760 -2.173 3.008
C 1.406 -3.612 -3.922
C 0.981 -3.136 0.677
C 1.308 -2.114 1.728
C 2.017 -3.473 -1.527
C -4.925 -0.166 1.655
C 2.556 4.200 0.739
C -4.300 1.058 1.504
C 2.164 -0.337 3.600
C -3.042 -1.163 0.588
C 1.204 -1.269 3.958
C 2.615 -0.338 2.287
C -2.309 2.448 0.763
C -4.283 -1.307 1.197
C 1.251 -0.920 -4.053
C -2.151 -2.307 0.190
C 0.920 3.181 -1.227
H 1.203 4.145 -1.648
H 2.720 4.483 1.779
H 1.680 2.438 -1.480
H 2.550 0.374 4.315
H 1.249 0.162 -4.084
H 0.013 -2.921 3.238
H -0.040 2.879 -1.633
H 0.625 -1.159 -6.093
H 2.640 5.086 0.114
H 0.809 -3.651 -5.980
H -0.031 5.562 0.463
H -4.712 -2.290 1.314
H -4.735 1.979 1.861
H 0.815 -1.300 4.970
H -5.894 -0.237 2.132
H 1.527 -4.678 -3.807
H 3.351 0.379 1.952
H 0.283 5.067 2.141
H -1.192 -3.788 0.958
H -1.161 4.476 1.298
H 3.335 3.492 0.461

Record 10
9
Properties=species:S:1:pos:R:3 method="wB97M-V/def2-TZVPD" e_above_lowest_ev=0.4247 homo_ev=-3.94 orbital_gap_ev=7.127 e_tot_ev=-62842.0607 total_charge=-1
Cl 0.442 -2.302 -0.042
Cl -1.085 -1.322 -2.305
Cl 1.756 -0.642 -2.086
S 0.259 2.656 -0.217
P -0.554 1.219 0.704
O 0.517 0.642 1.744
O -1.936 0.947 1.183
C 0.251 -0.980 -1.099
H 0.350 -0.218 2.118

Please write out number 5 again, unchanged.
24
Properties=species:S:1:pos:R:3 method="wB97M-V/def2-TZVPD" e_above_lowest_ev=3.2648 homo_ev="-12.85 / -12.96" orbital_gap_ev="8.077 / 8.209" e_tot_ev=-82075.8767 total_charge=+1
Br -3.234 -0.188 0.083
O 1.016 -2.687 0.112
N -0.600 0.907 -0.214
C 0.497 -0.496 -1.883
C -0.560 -1.761 1.472
C -0.946 -1.065 -1.559
C 0.705 -1.724 0.766
C -0.761 1.811 0.979
C -1.408 -0.307 -0.365
C 1.395 -0.370 0.673
C 0.802 0.341 -0.527
H 1.347 -1.268 -1.983
H -0.785 1.201 1.887
H -1.153 -2.557 1.279
H 1.307 0.167 1.675
H -0.736 -1.243 2.322
H -1.593 -0.859 -2.297
H -0.776 1.449 -1.103
H -0.042 2.611 1.037
H -1.618 2.448 0.805
H 0.900 0.265 -2.659
H -0.816 -2.121 -1.293
H 1.523 1.102 -0.896
H 2.493 -0.285 0.541